Entry 1:
A structure of composition C29H49InN4O6P, computed with ωB97M-V/def2-TZVPD.

Structure (XYZ):
```
90
Properties=species:S:1:pos:R:3:forces:R:3:mulliken_charge:R:1
In 0.0309 -0.2303 -0.1709 0.0435 0.0242 0.1402 3.2891
C -0.8100 2.6455 -0.7418 -0.0403 0.0929 0.1260 0.2073
C 0.5118 2.9187 -0.0654 0.0564 0.0183 0.1201 -0.9432
O 1.2311 1.6712 0.1192 -0.0089 -0.0385 -0.4103 -0.2763
C 2.5416 1.5451 -0.4758 0.0024 0.0783 0.0867 -0.1985
C 3.1191 0.2839 0.0961 0.0552 -0.0819 -0.0691 -0.9015
O 2.2627 -0.8133 -0.3145 -0.1439 0.0798 0.4713 -0.2313
C 2.5157 -2.0189 0.4482 0.0959 0.0071 -0.1234 -0.7920
C 1.4842 -3.0303 0.0445 -0.0495 -0.1113 0.1062 -0.5490
O 0.2015 -2.4562 0.3768 -0.0040 0.1087 -0.4687 -0.2577
C -0.9387 -3.1952 -0.1115 0.0113 -0.1247 0.1844 -0.5356
C -2.1531 -2.4127 0.3024 -0.0943 -0.0033 -0.1273 -0.6595
O -2.0666 -1.1221 -0.3459 0.1606 0.1284 0.5958 0.0301
C -3.0336 -0.1576 0.1396 -0.1137 -0.0811 -0.1508 -0.9644
C -2.7090 1.1598 -0.5073 -0.0012 0.0842 0.0401 -0.1888
O -1.4115 1.5554 -0.0117 -0.0158 -0.1937 -0.2657 -0.4890
H -0.7003 2.3490 -1.7856 0.0263 -0.0056 -0.0443 -0.4618
H -1.4423 3.5329 -0.6775 -0.0374 -0.0262 0.0335 0.6526
H 0.3546 3.3270 0.9318 0.0033 0.0278 -0.0042 0.4249
H 1.1059 3.6229 -0.6479 0.0266 -0.0508 -0.0273 0.4583
H 3.1686 2.3949 -0.2041 -0.0728 0.0336 0.0453 0.6312
H 2.4531 1.4827 -1.5612 0.0164 -0.0121 -0.0206 -0.0861
H 3.1296 0.3309 1.1879 0.0234 0.0181 0.0009 0.3419
H 4.1337 0.1185 -0.2674 -0.0284 -0.0707 -0.0559 0.5270
H 2.4352 -1.7886 1.5139 0.0133 -0.0220 0.0051 0.4041
H 3.5184 -2.3931 0.2382 0.0084 0.0612 -0.0660 0.5206
H 1.6351 -3.9533 0.6066 -0.0880 -0.0009 0.0139 0.5002
H 1.5185 -3.2510 -1.0240 0.0315 0.0202 -0.0191 0.3436
H -0.9677 -4.1864 0.3440 0.0865 0.0173 0.0313 0.5435
H -0.8638 -3.2986 -1.1962 -0.0363 -0.0060 0.0122 0.2432
H -2.1734 -2.2727 1.3864 0.0022 -0.0175 -0.0027 0.3673
H -3.0631 -2.9269 -0.0101 -0.0181 0.0677 -0.0511 0.4780
H -2.9596 -0.0919 1.2284 -0.0163 0.0243 -0.0020 0.3646
H -4.0421 -0.4735 -0.1317 0.0409 -0.0736 -0.0399 0.5655
H -3.4581 1.9042 -0.2342 0.0676 0.0547 0.0316 0.5269
H -2.6641 1.0707 -1.5969 -0.0232 -0.0418 0.0071 -0.0059
N -0.0292 -0.1252 2.0041 -0.0004 -0.0728 0.1945 -0.6439
C -0.0214 -0.0556 3.1548 -0.0267 0.0625 0.0841 1.2074
C -0.0143 0.0403 4.5712 0.0106 -0.0269 -0.1059 0.1387
C 1.1969 0.2800 5.2320 0.0136 0.0114 0.0092 -0.4642
C 1.1951 0.3700 6.6094 -0.0134 0.0000 0.0135 -0.7535
C 0.0032 0.2233 7.3128 0.0038 0.0005 -0.0070 -0.3897
C -1.1972 -0.0132 6.6500 0.0056 0.0024 0.0159 -0.7408
C -1.2169 -0.1074 5.2729 -0.0149 -0.0013 0.0081 -0.4644
H 2.1163 0.3960 4.6735 -0.0059 -0.0042 -0.0002 0.4644
H 2.1192 0.5556 7.1387 -0.0063 -0.0020 0.0019 0.4309
H 0.0100 0.2953 8.3923 -0.0006 0.0004 -0.0016 0.4382
H -2.1151 -0.1227 7.2105 0.0068 0.0000 0.0017 0.4391
H -2.1444 -0.2888 4.7462 0.0061 -0.0026 0.0006 0.4528
O -0.0269 -0.0287 -2.1819 -0.1691 -0.1075 -0.5445 -0.6697
P -0.0667 0.0644 -3.7343 0.0931 0.0071 0.0325 -1.8116
N 1.2866 -0.6076 -4.3267 0.2721 0.1262 0.1299 1.0100
C 2.1982 -0.0440 -5.3543 -0.0371 -0.0488 0.0022 -0.6313
C 2.8937 -1.2797 -5.9092 0.0303 -0.0172 0.0188 -0.8716
C 3.0093 -2.1921 -4.6882 -0.0343 0.0205 -0.0580 -0.7666
C 1.6702 -1.9903 -3.9804 -0.0513 -0.0074 -0.0061 0.1687
N -1.4157 -0.6856 -4.2621 0.0254 -0.1388 0.0257 0.1668
C -1.5216 -1.0027 -5.7169 -0.0295 0.0306 0.0244 -0.5517
C -2.0326 -2.4346 -5.7452 -0.0587 0.0086 -0.0085 -0.7439
C -2.9702 -2.4586 -4.5418 0.0420 0.0114 -0.0243 -0.6634
C -2.2048 -1.6684 -3.4825 0.0004 0.0740 -0.0029 0.4497
N -0.1125 1.5927 -4.2784 -0.0954 0.1511 0.0998 0.2590
C -1.2450 2.2085 -5.0300 0.0006 -0.0280 0.0539 -0.4551
C -0.7983 3.6551 -5.2423 0.0225 -0.0126 0.0175 -0.9362
C 0.1656 3.9293 -4.0902 0.0094 -0.0148 -0.0496 -0.5293
C 0.9164 2.6083 -3.9709 -0.0249 -0.0684 -0.1158 0.1713
H 2.9255 0.6304 -4.8942 -0.0062 -0.0194 0.0116 0.4108
H 1.6423 0.5134 -6.1067 -0.0140 -0.0167 -0.0133 0.3820
H 3.8580 -1.0376 -6.3500 -0.0068 -0.0180 -0.0316 0.4419
H 2.2773 -1.7522 -6.6760 -0.0076 0.0166 -0.0076 0.3230
H 3.8325 -1.8641 -4.0506 -0.0087 0.0012 0.0144 0.2702
H 3.1761 -3.2339 -4.9524 0.0333 -0.0025 0.0212 0.4472
H 1.7414 -2.1059 -2.8958 0.0384 0.0068 -0.0011 -0.4674
H 0.9231 -2.6992 -4.3536 -0.0100 0.0225 0.0043 0.1995
H -0.5600 -0.8709 -6.2150 0.0072 -0.0055 0.0122 0.3183
H -2.2474 -0.3352 -6.1827 0.0129 0.0252 -0.0101 0.3556
H -1.2142 -3.1459 -5.6143 0.0143 0.0138 -0.0026 0.2038
H -2.5375 -2.6647 -6.6808 0.0196 -0.0325 -0.0015 0.4405
H -3.2147 -3.4629 -4.2018 -0.0223 -0.0022 -0.0060 0.4132
H -3.9011 -1.9460 -4.7888 -0.0120 -0.0160 0.0170 0.3497
H -1.5414 -2.3293 -2.9163 0.0050 0.0264 -0.0258 -0.3994
H -2.8696 -1.1704 -2.7792 -0.0034 0.0294 0.0158 -0.1549
H -2.1657 2.1436 -4.4475 0.0034 0.0108 0.0132 0.3231
H -1.4064 1.7031 -5.9786 -0.0077 -0.0299 -0.0017 0.4420
H -1.6448 4.3370 -5.2653 0.0059 0.0161 -0.0185 0.4157
H -0.2680 3.7480 -6.1904 -0.0178 -0.0047 -0.0133 0.3338
H -0.3878 4.1510 -3.1738 0.0037 0.0059 0.0023 0.0956
H 0.8368 4.7612 -4.2934 -0.0151 0.0148 0.0410 0.4906
H 1.3335 2.4329 -2.9790 0.0436 0.0203 0.0367 -0.6686
H 1.7340 2.5698 -4.6943 -0.0090 -0.0005 0.0305 0.4443
```
Positions in Å, forces in eV/Å.

HOMO level	-16.40	eV
LUMO	-7.4	eV
total charge	+3
F_max	0.0123	Eh/bohr
ΔE to the lowest compared entry with this formula, charge and spin	0.0	kJ/mol
frontier orbital gap	8.98	eV

---

Entry 2:
A cluster of 2 separate species, C29H50B2N6O9P2S in total, computed with ωB97M-V/def2-TZVPD.

Structure (XYZ):
```
99
Properties=species:S:1:pos:R:3:forces:R:3:mulliken_charge:R:1
H 8.4630 -2.4537 0.4056 -0.1688 -0.1964 -0.1058 0.2884
N 7.9543 -2.8103 -0.4122 -0.6888 0.5905 -0.4329 -0.7512
C 6.9822 -2.0280 -0.7041 1.0675 -0.2269 0.9754 -0.1030
C 6.7594 -0.7402 0.1580 0.6995 -0.5756 -0.1329 -0.4095
N 5.3496 -0.5022 0.5923 -0.4292 1.4564 -1.7815 1.5301
C 4.3688 -1.1388 -0.2794 -2.5616 -1.8172 -1.6144 -1.7765
C 3.9436 -0.6125 -1.5881 -0.1844 -0.6550 1.4057 0.8006
C 2.9565 -1.2571 -2.4199 0.1757 -0.9967 1.3907 -0.6528
C 2.3183 -2.5134 -1.9913 1.5454 0.8715 1.2534 0.0584
C 1.2784 -3.1765 -2.9372 0.3362 0.4649 -0.4428 -0.8176
C 0.2490 -2.1668 -3.5893 -0.0558 -0.6990 -0.4647 -0.7609
N -1.0565 -2.1481 -2.8801 -0.2837 1.8205 -0.1731 0.0581
C -0.9430 -1.3322 -1.6221 -0.4612 -0.4971 2.1920 -0.1861
C -1.4114 -2.1666 -0.3446 0.0037 -0.1698 -0.7821 -0.9975
C -2.0636 -1.4865 -3.6746 -0.9621 0.5789 -0.6941 0.2771
C -3.5494 -1.3413 -3.1676 0.2994 0.1177 0.8998 -0.7563
O -1.8266 -0.9728 -4.7520 0.3157 -0.7123 0.4735 -0.5732
C 2.7292 -3.0944 -0.6981 0.8737 1.5091 -0.5188 0.6668
B 2.1046 -4.4864 -0.1815 -0.3987 -0.1528 0.2328 1.0599
O 1.7818 -4.6377 1.1680 -0.2717 -0.0863 -1.3330 -0.5247
O 1.8383 -5.5732 -1.0564 0.9473 0.5942 1.0543 -0.5917
C 3.0572 -6.1681 -1.5454 0.1166 -0.2265 -1.3321 -0.6409
C 3.7381 -2.4034 0.1377 0.3504 0.6571 -0.6210 -0.0092
C 4.2290 -2.9861 1.5076 0.0853 0.2384 0.0342 -0.8295
C 3.4072 -2.3870 2.7367 0.2384 -0.6915 -0.4965 -1.1260
S 4.7388 0.9599 -2.0811 -0.3345 -0.3280 0.8270 -0.5888
C 4.8463 1.8013 -0.4597 0.0498 -0.5821 0.3727 0.4387
C 4.6587 3.2419 -0.3982 0.3871 -1.0691 2.3520 0.6590
O 4.4335 4.0450 -1.4814 0.1447 -1.0065 0.4546 -0.5632
C 4.7186 3.8645 0.9270 0.1068 -1.9818 -0.9910 -0.8871
C 4.9567 3.0239 2.0753 0.4591 -0.6028 -1.0697 0.5056
O 4.9630 3.6760 3.3344 -1.6798 -0.7465 -0.8146 -0.6498
B 3.6007 3.6684 3.7496 -1.3101 0.2622 0.5837 0.7457
O 2.9256 4.8677 4.1057 0.9045 -0.8205 -0.9823 -0.5420
O 2.8246 2.4935 3.7966 1.1152 1.0643 0.2989 -0.4843
C 5.1847 1.5689 2.0239 -0.0265 1.2192 -1.9549 -0.4989
P 5.5342 0.6124 3.5881 -1.3522 -0.1366 -0.1505 0.3484
O 4.3228 0.0806 4.2887 1.1588 0.4354 -0.2821 -0.6435
C 5.1235 0.9460 0.6879 -0.3798 2.3008 1.4944 -0.3567
H 6.3896 -2.3173 -1.6014 0.1442 0.6605 0.7891 0.3989
H 7.2260 0.1196 -0.3952 -0.7222 -0.5376 0.3178 0.2715
H 7.3670 -0.8581 1.1029 -0.4860 0.0105 -0.9720 0.4005
H 2.6665 -0.8116 -3.4022 0.4123 -0.3204 1.0648 0.4341
H 1.8679 -3.6059 -3.7999 -0.5052 0.3830 0.8416 0.5021
H 0.7340 -4.0444 -2.4896 0.4981 0.9104 -0.1740 0.2335
H 0.0575 -2.5524 -4.6276 0.1165 0.6808 0.9780 0.4578
H 0.6185 -1.1100 -3.6305 -0.0106 -0.9933 -0.2560 0.3683
H 0.1065 -1.0075 -1.4103 -0.7642 -0.3023 -0.6597 0.1189
H -1.5667 -0.4024 -1.6472 0.6065 -0.7347 -0.2945 0.5372
H -1.9991 -1.5394 0.3794 0.7336 -0.6343 -0.5985 0.3009
H -2.0573 -3.0081 -0.7125 0.4327 0.8228 0.4441 0.2734
H -0.5176 -2.6378 0.1368 -0.7865 0.4783 -0.1544 0.1065
H -4.1912 -0.8478 -3.9441 0.9147 -0.7188 0.4819 0.4028
H -3.9919 -2.3114 -2.8364 0.4044 0.7030 -0.3127 0.3274
H -3.5906 -0.6513 -2.2767 0.1344 -0.7656 -0.7112 0.0098
H 1.2763 -5.4596 1.3070 0.4100 0.3216 -0.0966 0.2801
H 3.9557 -5.9288 -0.9234 -0.7594 -0.3019 -0.3513 0.2444
H 2.9043 -7.2754 -1.6361 0.1874 0.9957 0.3845 0.2417
H 3.2552 -5.8019 -2.5943 -0.0879 -0.2156 0.9983 0.2154
H 4.2288 -4.1104 1.5084 -0.2495 1.1007 -0.0705 0.4585
H 5.3026 -2.6989 1.6818 -1.0167 -0.2043 -0.4927 0.3760
H 4.1238 -2.1586 3.5633 -0.8863 -0.0322 -0.6904 0.2942
H 2.8756 -1.4597 2.4011 0.5248 -0.7534 0.5788 0.2357
H 2.6628 -3.1455 3.0909 0.5549 0.8003 -0.3556 0.3098
H 4.3570 3.5048 -2.2943 -0.0140 0.1647 0.5265 0.2887
H 4.5503 4.9607 0.9763 0.2159 -0.9842 0.3070 0.4760
H 2.0794 4.8557 3.6211 0.3258 0.0222 0.6850 0.3070
H 2.2833 2.5024 4.6076 0.1067 -0.0708 -0.6879 0.2958
H 6.4335 -0.4367 3.2006 -0.1533 0.6824 -0.0131 0.0403
H 6.3172 1.5083 4.3900 -0.1470 -0.3532 -0.6008 0.0725
C -7.6079 2.9479 2.3783 -0.1284 0.0993 -0.2493 -1.1800
N -6.2840 2.6035 1.9075 0.3555 0.9941 1.1473 0.2684
C -5.3410 2.4921 3.0138 0.3807 -0.3513 -0.3425 -1.1567
P -5.8118 1.8326 0.4521 -7.1836 1.2503 1.6975 0.9776
O -5.8834 0.4140 1.0204 4.0049 0.0266 -0.9883 -0.8750
N -7.0880 1.5485 -0.6717 0.0521 -1.0061 -1.4043 0.2359
C -8.4216 2.0995 -0.6017 0.1886 0.7473 -0.2316 -1.2274
C -7.1627 0.1963 -1.2297 0.1380 -0.1671 0.2758 -0.8939
N -5.6284 3.4116 -0.2740 1.4388 -1.1228 -0.8187 -0.0205
C -5.7885 4.7183 0.3339 0.8019 0.3203 0.6060 -0.8645
C -5.4579 3.4956 -1.7226 0.3384 -0.1158 -0.1883 -0.9625
H -7.5567 3.8595 2.9859 0.1067 -0.1287 0.1593 0.3924
H -8.0528 2.1468 2.9820 -0.0907 0.0201 0.0055 0.3128
H -8.3025 3.2063 1.5871 0.0643 -0.1954 -0.1714 0.3736
H -4.4217 3.0421 2.7745 0.1159 -0.0649 0.1025 0.3580
H -5.0731 1.4500 3.2178 0.0223 0.0093 0.0376 0.2886
H -5.7320 2.9171 3.9393 -0.1821 0.0654 -0.1896 0.3549
H -9.0055 1.6526 0.2114 -0.0630 0.0655 0.0471 0.3500
H -8.9679 1.9192 -1.5328 0.1731 -0.1511 -0.0228 0.4102
H -8.4027 3.1871 -0.4982 0.0206 -0.0149 0.2234 0.2611
H -7.6762 -0.4936 -0.5478 0.0849 -0.0845 -0.0632 0.2988
H -6.1658 -0.1964 -1.4316 -0.0781 -0.0472 0.1670 0.1455
H -7.6937 0.1914 -2.1867 -0.0784 0.2853 0.0795 0.3620
H -6.8453 4.9916 0.4073 -0.0261 -0.1428 0.0763 0.2483
H -5.2904 5.4954 -0.2544 -0.0234 -0.2176 -0.2142 0.3587
H -5.3294 4.7819 1.3193 -0.2400 -0.1195 0.0313 0.2561
H -6.4040 3.7522 -2.2118 0.0269 -0.0260 0.0602 0.2955
H -5.1054 2.5510 -2.1349 -0.1771 0.0089 0.0185 0.2387
H -4.7143 4.2488 -1.9970 -0.0085 0.0445 0.1195 0.3982
```
Positions in Å, forces in eV/Å.

HOMO level	-7.98	eV
LUMO	-0.6	eV
total charge	0
F_max	0.1456	Eh/bohr
frontier orbital gap	7.35	eV